{
  "formula": "C41H111Cl2N10O13Ti2",
  "method": "ωB97M-V/def2-TZVPD",
  "total_energy_ev": -157101.8878,
  "fmax_ev_per_a": 4.14,
  "homo_energy_ha": [-0.03476, -0.18522],
  "multiplicity": 7,
  "s_squared": 12.004,
  "charge": -1,
  "e_lumo_ev": [1.8250, 1.8159],
  "elements": ["Ti", "Ti", "Cl", "Cl", "O", "C", "O", "O", "H", "C", "C", "C", "O", "C", "N", "H", "H", "H", "H", "H", "H", "H", "H", "H", "H", "H", "C", "C", "C", "O", "C", "N", "H", "H", "H", "H", "H", "H", "H", "H", "H", "H", "H", "C", "C", "C", "O", "C", "N", "H", "H", "H", "H", "H", "H", "H", "H", "H", "H", "H", "C", "C", "C", "O", "C", "N", "H", "H", "H", "H", "H", "H", "H", "H", "H", "H", "H", "C", "C", "C", "O", "C", "N", "H", "H", "H", "H", "H", "H", "H", "H", "H", "H", "H", "C", "C", "C", "O", "C", "N", "H", "H", "H", "H", "H", "H", "H", "H", "H", "H", "H", "C", "C", "C", "O", "C", "N", "H", "H", "H", "H", "H", "H", "H", "H", "H", "H", "H", "C", "C", "C", "O", "C", "N", "H", "H", "H", "H", "H", "H", "H", "H", "H", "H", "H", "C", "C", "C", "O", "C", "N", "H", "H", "H", "H", "H", "H", "H", "H", "H", "H", "H", "C", "C", "C", "O", "C", "N", "H", "H", "H", "H", "H", "H", "H", "H", "H", "H", "H"],
  "coordinates": [[-15.654, -17.355, -2.722], [-15.433, -13.847, -0.972], [-13.792, -14.992, -3.024], [-14.451, -18.461, -5.090], [-15.278, -17.425, 1.722], [-15.484, -16.563, 0.661], [-15.590, -17.085, -0.470], [-15.388, -15.327, 0.829], [-15.218, -18.204, 1.164], [-11.710, -18.436, 3.970], [-12.250, -19.820, 4.112], [-13.631, -19.736, 4.976], [-13.451, -19.426, 6.369], [-14.772, -19.256, 7.075], [-12.361, -20.207, 2.731], [-12.449, -17.736, 3.581], [-10.895, -18.423, 3.246], [-11.398, -17.953, 4.897], [-11.505, -20.530, 4.470], [-14.352, -20.553, 4.980], [-14.143, -18.847, 4.605], [-15.315, -18.469, 6.551], [-14.633, -18.866, 8.083], [-15.348, -20.181, 7.117], [-11.529, -19.994, 2.199], [-13.025, -19.662, 2.199], [-11.886, -11.659, -0.905], [-12.433, -12.368, 0.299], [-13.002, -11.479, 1.354], [-12.052, -10.525, 1.852], [-11.056, -10.806, 2.810], [-13.480, -13.350, -0.005], [-12.592, -11.002, -1.414], [-11.719, -12.457, -1.629], [-11.017, -11.058, -0.636], [-11.609, -12.948, 0.713], [-13.299, -12.114, 2.188], [-13.945, -11.012, 1.070], [-11.570, -11.140, 3.711], [-10.645, -9.824, 3.044], [-10.327, -11.558, 2.508], [-13.040, -14.060, -0.573], [-13.528, -13.896, 0.844], [-18.026, -12.188, 4.165], [-17.824, -10.702, 4.300], [-18.203, -9.825, 3.063], [-17.627, -10.262, 1.824], [-16.243, -9.933, 1.703], [-18.308, -10.287, 5.614], [-19.066, -12.514, 4.167], [-17.478, -12.577, 5.024], [-17.592, -12.658, 3.282], [-16.749, -10.536, 4.360], [-17.924, -8.794, 3.280], [-19.291, -9.787, 3.023], [-15.966, -8.880, 1.757], [-15.863, -10.405, 0.796], [-15.619, -10.351, 2.493], [-17.619, -10.687, 6.235], [-19.168, -10.780, 5.810], [-19.915, -16.947, -1.955], [-18.490, -17.466, -2.164], [-18.453, -18.876, -1.670], [-17.227, -19.459, -2.108], [-17.278, -20.920, -2.170], [-18.100, -17.148, -3.559], [-20.562, -17.216, -2.790], [-20.059, -15.867, -1.989], [-20.473, -17.302, -1.088], [-17.768, -16.966, -1.519], [-19.186, -19.536, -2.133], [-18.396, -18.906, -0.582], [-17.664, -21.303, -1.226], [-16.303, -21.403, -2.244], [-18.097, -21.146, -2.853], [-18.747, -16.407, -3.788], [-18.463, -17.919, -4.100], [-12.847, -23.327, -0.064], [-13.477, -23.836, 1.249], [-13.147, -25.386, 1.394], [-13.764, -26.032, 0.262], [-13.965, -27.457, 0.461], [-12.695, -23.208, 2.353], [-11.833, -23.652, -0.298], [-12.830, -22.239, -0.129], [-13.454, -23.661, -0.906], [-14.510, -23.578, 1.486], [-13.759, -25.760, 2.214], [-12.104, -25.620, 1.605], [-14.812, -27.546, 1.141], [-13.143, -28.164, 0.569], [-14.246, -27.878, -0.504], [-11.712, -23.402, 2.228], [-12.712, -22.203, 2.257], [-12.362, -19.521, -1.844], [-12.549, -19.173, -0.311], [-11.967, -17.781, 0.093], [-10.508, -17.709, 0.380], [-10.028, -16.568, 1.085], [-13.918, -19.360, 0.061], [-11.329, -19.367, -2.158], [-12.933, -18.960, -2.584], [-12.400, -20.604, -1.970], [-12.034, -19.955, 0.247], [-12.345, -17.453, 1.061], [-12.420, -17.170, -0.688], [-10.758, -16.401, 1.877], [-10.093, -15.639, 0.520], [-9.053, -16.716, 1.550], [-14.465, -18.536, -0.143], [-14.298, -20.180, -0.388], [-16.272, -15.329, 6.267], [-15.968, -15.327, 4.783], [-14.523, -14.836, 4.328], [-13.471, -15.249, 5.191], [-12.148, -14.948, 4.862], [-16.263, -16.525, 4.127], [-15.436, -15.694, 6.862], [-17.173, -15.893, 6.510], [-16.371, -14.278, 6.539], [-16.583, -14.521, 4.383], [-14.512, -13.762, 4.514], [-14.259, -15.155, 3.320], [-11.995, -14.882, 3.784], [-11.386, -15.678, 5.138], [-11.951, -13.981, 5.323], [-15.766, -16.496, 3.248], [-15.611, -17.096, 4.645], [-19.521, -12.777, 0.995], [-18.483, -13.168, -0.039], [-18.696, -12.592, -1.442], [-17.802, -13.298, -2.228], [-17.993, -13.030, -3.594], [-17.232, -12.701, 0.596], [-19.361, -13.316, 1.928], [-20.460, -13.077, 0.530], [-19.473, -11.736, 1.314], [-18.335, -14.248, -0.051], [-18.389, -11.551, -1.540], [-19.736, -12.782, -1.708], [-18.045, -11.946, -3.704], [-18.881, -13.454, -4.062], [-17.074, -13.414, -4.037], [-17.026, -13.287, 1.392], [-17.396, -11.806, 1.033], [-21.465, -15.663, 3.357], [-20.162, -16.356, 3.089], [-19.872, -16.821, 1.689], [-20.836, -17.799, 1.202], [-20.689, -19.161, 1.700], [-19.128, -15.454, 3.405], [-21.356, -15.198, 4.337], [-22.385, -16.246, 3.403], [-21.512, -14.904, 2.576], [-19.977, -17.252, 3.681], [-18.936, -17.380, 1.672], [-19.716, -15.960, 1.040], [-21.337, -19.890, 1.213], [-20.800, -19.370, 2.764], [-19.672, -19.419, 1.403], [-18.295, -16.023, 3.461], [-19.154, -15.135, 4.363], [-20.731, -23.456, 2.970], [-19.730, -22.850, 2.099], [-18.639, -21.975, 2.889], [-18.012, -21.067, 2.019], [-16.821, -20.491, 2.433], [-19.185, -23.932, 1.400], [-21.233, -22.770, 3.653], [-20.286, -24.209, 3.620], [-21.445, -23.969, 2.325], [-20.272, -22.262, 1.359], [-17.774, -22.590, 3.136], [-18.999, -21.480, 3.791], [-16.926, -19.797, 3.267], [-16.219, -20.005, 1.665], [-16.103, -21.183, 2.873], [-19.923, -24.385, 0.880], [-18.500, -23.646, 0.715]],
  "lowdin_charge": [0.33, 0.46, -0.25, -0.50, 0.04, -0.72, -0.14, -0.08, 0.04, -0.09, -0.35, -0.14, -0.21, -0.05, 0.02, 0.07, 0.08, 0.07, 0.14, 0.11, 0.09, 0.06, 0.08, 0.08, 0.07, 0.05, -0.04, -0.44, -0.18, -0.20, -0.11, -0.05, 0.08, 0.08, 0.08, 0.13, 0.11, 0.10, 0.07, 0.09, 0.08, 0.02, 0.06, -0.07, -0.43, -0.16, -0.23, -0.10, 0.04, 0.08, 0.07, 0.06, 0.12, 0.12, 0.12, 0.10, 0.06, 0.08, 0.07, 0.06, -0.05, -0.44, -0.19, -0.26, -0.04, 0.05, 0.08, 0.07, 0.06, 0.09, 0.13, 0.13, 0.07, 0.10, 0.09, 0.07, 0.09, -0.07, -0.36, -0.18, -0.21, -0.11, 0.01, 0.08, 0.04, 0.07, 0.13, 0.11, 0.12, 0.09, 0.08, 0.07, 0.05, 0.00, -0.03, -0.40, -0.11, -0.19, -0.11, 0.05, 0.07, 0.03, 0.06, 0.10, 0.09, 0.12, 0.05, 0.08, 0.09, 0.02, 0.09, -0.05, -0.45, -0.13, -0.21, -0.12, 0.06, 0.07, 0.08, 0.07, 0.09, 0.12, 0.11, 0.07, 0.07, 0.08, 0.03, 0.06, -0.06, -0.38, -0.20, -0.27, -0.10, 0.03, 0.04, 0.08, 0.07, 0.13, 0.13, 0.13, 0.09, 0.09, 0.10, 0.06, 0.02, -0.03, -0.49, -0.16, -0.21, -0.08, 0.05, 0.07, 0.08, 0.08, 0.13, 0.12, 0.12, 0.08, 0.08, 0.06, 0.04, 0.08, -0.09, -0.47, -0.14, -0.22, -0.11, 0.03, 0.08, 0.09, 0.08, 0.13, 0.12, 0.12, 0.09, 0.07, 0.08, 0.08, 0.08]
}